The following is a quantum chemistry calculation of a cluster of 8 separate species, C57H128N8O8 in total, from OMol25.

Kohn-Sham gap: 0.3042 Eh
LUMO level: 0.45 eV
SMILES string: CC1(C)CCCC(C)(C)N1O.CC1(C)CCCC(C)(C)N1O.CC1(C)CCCC(C)(C)N1O.CC1(C)CCCC(C)(C)N1O.CC1(C)CCCC(C)(C)N1O.COC[C@H](C)N.COC[C@H](C)N.COC[C@H](C)N
Relative energy (zero: lowest compared OMol25 entry of this formula, charge and spin): 105.77 kJ/mol
DFT total energy: -89478.50536 eV

Positions of all 201 atoms, in Å:
C  5.0016  -4.2322  -4.9640
C  3.8985  -3.7168  -4.0352
C  2.6624  -3.4650  -4.9107
C  3.6338  -4.8263  -2.9931
C  2.6636  -4.3335  -1.8937
C  3.3170  -3.1243  -1.2252
C  3.7285  -1.9733  -2.1531
C  2.5010  -1.0848  -2.4757
C  4.7403  -1.1271  -1.3508
N  4.4008  -2.5537  -3.3157
O  4.8921  -1.5502  -4.1893
H  5.2347  -3.5100  -5.7514
H  6.0048  -4.3963  -4.5577
H  4.7596  -5.1805  -5.4489
H  2.0756  -4.2836  -5.3221
H  1.9001  -2.8771  -4.3922
H  2.9562  -2.7628  -5.6983
H  3.1047  -5.6139  -3.5410
H  4.5265  -5.3147  -2.6066
H  1.6627  -4.1397  -2.2880
H  2.5015  -5.1421  -1.1775
H  4.2285  -3.5604  -0.8041
H  2.7150  -2.7431  -0.3994
H  2.0534  -0.9551  -1.4889
H  1.8171  -1.5087  -3.2056
H  2.6988  -0.0753  -2.8504
H  4.9851  -0.1884  -1.8500
H  5.6486  -1.7252  -1.2611
H  4.4140  -0.8710  -0.3408
H  4.0921  -1.1214  -4.5462
C  -8.1081  -0.7247  2.8672
C  -7.1341  0.4457  2.7275
C  -7.2471  1.0945  1.3574
C  -7.4671  1.4144  3.8771
C  -6.4007  2.5063  4.1503
C  -5.0763  1.8148  4.3638
C  -4.6646  0.8296  3.2655
C  -4.1494  1.5937  2.0327
C  -3.4874  -0.0195  3.8093
N  -5.7770  -0.0623  3.0077
O  -5.3612  -0.9923  2.0163
H  -8.0040  -1.2128  3.8363
H  -9.1356  -0.3868  2.7230
H  -7.9544  -1.5181  2.1311
H  -8.2942  1.2364  1.0856
H  -6.6507  1.9913  1.2194
H  -6.8684  0.3558  0.6431
H  -8.4640  1.8164  3.6942
H  -7.4610  0.8043  4.7849
H  -6.4471  3.2466  3.3455
H  -6.6046  3.0913  5.0498
H  -5.0578  1.4183  5.3813
H  -4.3326  2.6224  4.3861
H  -3.0837  1.8278  2.0808
H  -4.7178  2.5099  1.8599
H  -4.2506  1.0088  1.1150
H  -2.9715  -0.4993  2.9795
H  -3.8598  -0.7520  4.5251
H  -2.7339  0.6096  4.2857
H  -5.3406  -1.8447  2.4647
C  8.2592  3.9447  -1.6275
C  7.4664  2.6457  -1.7606
C  8.4434  1.5105  -2.1735
C  6.8594  2.2518  -0.3981
C  5.5704  2.9953  -0.0476
C  4.5670  2.9713  -1.2033
C  5.1221  3.3123  -2.5821
C  4.1767  2.7022  -3.6273
C  5.0852  4.8338  -2.7225
N  6.4353  2.6898  -2.8128
O  7.0311  3.1810  -3.9961
H  9.1101  3.7823  -0.9659
H  8.5076  4.3169  -2.6205
H  7.7046  4.7817  -1.1884
H  7.8600  0.6058  -2.3294
H  9.0763  1.7925  -3.0102
H  9.0826  1.3873  -1.2943
H  6.6721  1.1757  -0.3875
H  7.6233  2.5017  0.3397
H  5.1613  2.5403  0.8560
H  5.7941  4.0366  0.2005
H  3.7528  3.6450  -0.9254
H  4.0915  1.9839  -1.2122
H  3.1677  3.1127  -3.5932
H  4.1502  1.6166  -3.5116
H  4.5803  2.8947  -4.6246
H  5.6152  5.2721  -3.5745
H  5.4439  5.3874  -1.8517
H  4.0766  5.2015  -2.9392
H  6.8475  2.4995  -4.6520
C  -3.0949  5.7267  -3.3079
C  -2.6321  5.3247  -1.8865
C  -2.5278  6.5882  -1.0381
C  -3.7140  4.4040  -1.2660
C  -3.8154  2.9822  -1.7378
C  -2.3798  2.3794  -1.6902
C  -1.2649  3.2112  -2.3304
C  0.0311  2.5915  -1.7646
C  -1.3299  3.0284  -3.8573
N  -1.3600  4.6078  -1.9082
O  -0.3441  5.4220  -2.4739
H  -3.8920  6.4736  -3.3295
H  -2.3130  6.2286  -3.8904
H  -3.3524  4.9027  -3.9754
H  -2.0486  6.3207  -0.0893
H  -1.8844  7.3600  -1.4584
H  -3.5112  6.9880  -0.7966
H  -3.4524  4.3939  -0.1989
H  -4.6675  4.9392  -1.3088
H  -4.4176  2.4020  -1.0380
H  -4.2934  2.9305  -2.7184
H  -2.5262  1.5469  -2.3885
H  -2.1770  1.9501  -0.7122
H  0.8211  2.7056  -2.5141
H  0.0203  1.5129  -1.6036
H  0.2725  3.1103  -0.8387
H  -0.7876  3.8698  -4.2954
H  -2.3494  3.1341  -4.2278
H  -0.9029  2.0770  -4.1695
H  0.0900  5.7691  -1.6873
C  -0.5611  -1.1684  4.8412
C  0.7604  -1.8467  5.2316
C  1.0639  -1.4651  6.6824
C  0.5126  -3.3575  5.0984
C  1.7978  -4.1922  5.0170
C  2.7400  -3.6170  3.9565
C  3.0682  -2.1121  4.1189
C  4.0694  -1.8775  5.2500
C  3.7164  -1.6817  2.8105
N  1.8204  -1.3822  4.3179
O  1.9230  0.0222  4.2829
H  -0.8224  -1.4292  3.8220
H  -1.2914  -1.5775  5.5467
H  -0.5803  -0.0955  5.0294
H  1.2323  -0.3907  6.7743
H  0.2342  -1.7573  7.3283
H  1.9914  -1.9145  7.0357
H  -0.1319  -3.6978  5.9115
H  -0.0678  -3.5985  4.2000
H  2.2820  -4.1682  5.9988
H  1.5356  -5.2333  4.8267
H  2.2549  -3.8021  2.9925
H  3.6921  -4.1511  3.9388
H  4.1328  -0.8025  5.4281
H  5.0782  -2.2068  4.9928
H  3.7479  -2.3990  6.1499
H  3.0646  -1.8768  1.9611
H  4.6241  -2.2811  2.7118
H  4.0033  -0.6300  2.8393
H  1.5796  0.2227  3.3690
C  -2.3881  -1.1550  -4.0035
O  -3.3739  -1.0972  -5.0234
C  -3.5502  0.2134  -5.4812
C  -4.3863  0.2926  -6.7496
C  -3.7015  -0.3671  -7.9335
N  -4.6205  1.7060  -7.1235
H  -1.4693  -0.5783  -4.1233
H  -2.1670  -2.2183  -3.8998
H  -2.8761  -0.8578  -3.0659
H  -4.0776  0.8341  -4.7365
H  -2.6232  0.7686  -5.6784
H  -5.3837  -0.1108  -6.5436
H  -2.9160  0.2868  -8.3211
H  -4.3539  -0.5776  -8.7821
H  -3.1796  -1.2924  -7.6795
H  -5.3881  1.7767  -7.7850
H  -5.0220  2.1982  -6.3237
C  -3.6007  -3.8213  2.0075
O  -3.9335  -4.6661  3.0752
C  -2.8104  -5.1551  3.7638
C  -3.2306  -5.7476  5.1034
C  -3.8687  -4.7505  6.0798
N  -2.0126  -6.3279  5.6996
H  -3.1280  -4.3494  1.1674
H  -2.9584  -2.9715  2.2568
H  -4.5615  -3.5037  1.5985
H  -2.2248  -5.8379  3.1308
H  -2.0730  -4.3589  3.9479
H  -3.9603  -6.5531  4.9810
H  -3.0683  -4.1864  6.5646
H  -4.3334  -5.3229  6.8834
H  -4.5787  -4.0795  5.6040
H  -2.2575  -7.0510  6.3692
H  -1.4361  -6.8393  5.0394
C  2.0528  1.1149  0.9899
O  1.0003  0.8919  1.8982
C  -0.2706  0.5529  1.3881
C  -0.2108  -0.6250  0.3802
C  -1.6033  -0.9619  -0.1832
N  0.4838  -1.7805  0.9235
H  2.9181  1.5864  1.4592
H  1.8160  1.8128  0.1835
H  2.4291  0.1697  0.5918
H  -0.9872  0.3513  2.1827
H  -0.7381  1.3853  0.8426
H  0.3144  -0.2730  -0.5099
H  -1.6770  -2.0123  -0.4700
H  -1.8142  -0.3770  -1.0774
H  -2.3999  -0.7934  0.5445
H  0.1099  -2.1417  1.7959
H  1.3765  -1.4551  1.2863